[1]
{"formula": "C35H30F4NSi", "method": "the ωB97M-V functional and the def2-TZVPD basis", "symbols": ["F", "C", "C", "C", "F", "C", "C", "C", "C", "C", "C", "F", "C", "C", "F", "C", "N", "C", "C", "C", "C", "Si", "C", "C", "C", "C", "C", "C", "C", "C", "C", "C", "C", "C", "C", "C", "C", "C", "C", "C", "C", "H", "H", "H", "H", "H", "H", "H", "H", "H", "H", "H", "H", "H", "H", "H", "H", "H", "H", "H", "H", "H", "H", "H", "H", "H", "H", "H", "H", "H", "H"], "coordinates": [[4.65, -0.33, -4.61], [4.21, -0.11, -3.32], [5.14, -0.07, -2.29], [4.64, 0.17, -1.02], [5.52, 0.22, 0.04], [3.29, 0.41, -0.77], [2.36, 0.29, -1.81], [0.88, 0.54, -1.47], [0.52, 2.00, -1.88], [0.05, 2.88, -0.89], [-0.07, 4.23, -1.21], [-0.52, 5.09, -0.24], [0.31, 4.76, -2.44], [0.74, 3.84, -3.39], [1.27, 4.33, -4.57], [0.77, 2.46, -3.17], [-0.08, -0.45, -1.93], [0.36, -1.57, -2.88], [-0.23, -2.88, -2.37], [-0.78, -2.67, -0.96], [-1.04, -1.17, -0.77], [-1.17, -0.65, 1.04], [0.51, -1.03, 1.81], [0.71, -1.04, 3.20], [1.91, -1.52, 3.75], [2.94, -1.97, 2.92], [2.77, -1.93, 1.54], [1.57, -1.46, 0.99], [-2.35, -1.62, 2.13], [-3.47, -1.01, 2.71], [-4.23, -1.67, 3.68], [-3.90, -2.97, 4.06], [-2.82, -3.62, 3.45], [-2.05, -2.94, 2.49], [-1.90, 1.07, 1.04], [-1.63, 2.01, 2.06], [-2.19, 3.29, 2.01], [-3.04, 3.64, 0.95], [-3.39, 2.69, 0.00], [-2.87, 1.39, 0.08], [2.84, 0.10, -3.12], [6.20, -0.21, -2.48], [2.95, 0.64, 0.25], [0.81, 0.55, -0.38], [-0.19, 2.51, 0.10], [0.27, 5.83, -2.63], [1.09, 1.79, -3.97], [-0.80, 0.08, -2.45], [1.45, -1.64, -2.93], [-0.01, -1.31, -3.89], [0.54, -3.66, -2.36], [-1.02, -3.18, -3.06], [-0.06, -3.03, -0.21], [-1.70, -3.25, -0.79], [-2.03, -0.94, -1.20], [-0.09, -0.69, 3.86], [2.04, -1.55, 4.84], [3.88, -2.34, 3.34], [3.57, -2.27, 0.87], [1.47, -1.41, -0.10], [-3.73, 0.02, 2.43], [-5.08, -1.16, 4.14], [-4.49, -3.49, 4.82], [-2.56, -4.64, 3.73], [-1.18, -3.44, 2.05], [-0.98, 1.74, 2.89], [-1.96, 4.03, 2.78], [-3.44, 4.66, 0.88], [-4.09, 2.95, -0.81], [-3.24, 0.63, -0.61], [2.18, 0.05, -3.98]], "mulliken_charge": [-0.32, -0.07, -0.96, 0.16, -0.33, -0.77, 0.73, 1.59, -0.41, -0.62, 0.23, -0.31, -1.01, 0.30, -0.31, -0.70, 0.34, -0.34, -1.05, -0.60, 0.12, -0.14, 1.34, -0.32, -0.80, -0.88, -0.80, 0.09, 0.41, -0.37, -0.76, -0.52, -0.79, -0.41, 0.52, -0.38, -0.58, -0.59, -0.90, -0.21, -0.83, 0.52, 0.76, -0.92, 0.61, 0.51, 0.36, 0.77, 0.21, 0.52, 0.43, 0.27, 0.21, 0.61, 0.88, 0.42, 0.42, 0.40, 0.49, 0.22, 0.34, 0.41, 0.38, 0.41, 0.32, 0.39, 0.39, 0.41, 0.42, 0.36, 0.70], "charge": 1, "smiles": "Fc1cc(F)cc(C(c2cc(F)cc(F)c2)[N@H+]2CCC[C@H]2[Si](c2ccccc2)(c2ccccc2)c2ccccc2)c1", "multiplicity": 1}


[2]
{"formula": "C4H11NO2", "method": "the ωB97M-V functional and the def2-TZVPD basis", "symbols": ["N", "C", "C", "C", "C", "O", "H", "H", "H", "H", "H", "H", "H", "H", "H", "O", "H", "H"], "coordinates": [[0.94, -3.07, 1.49], [1.09, -1.96, 0.50], [-0.19, -1.17, 0.11], [-0.08, 0.33, 0.71], [-0.93, 0.25, 1.93], [-2.08, 0.71, 1.93], [0.05, -3.54, 1.50], [1.65, -3.71, 1.77], [1.51, -2.29, -0.53], [2.07, -1.27, 0.78], [-0.31, -1.05, -0.88], [-1.12, -1.55, 0.42], [-0.44, 1.24, 0.08], [0.94, 0.43, 0.99], [-0.61, -0.22, 2.83], [-0.91, 5.95, -4.57], [-0.06, 5.65, -4.63], [-1.53, 5.28, -4.43]], "mulliken_charge": [-0.47, -0.33, -0.84, -0.41, -0.12, -0.50, 0.15, 0.17, 0.20, 0.25, 0.34, 0.54, 0.32, 0.27, 0.44, -0.61, 0.30, 0.31], "smiles": "NCCCC=O.O", "multiplicity": 1}


[3]
{"formula": "H8S2Si3", "method": "the ωB97M-V functional and the def2-TZVPD basis", "symbols": ["Si", "S", "Si", "S", "Si", "H", "H", "H", "H", "H", "H", "H", "H"], "coordinates": [[-2.61, -0.67, 1.03], [-0.75, -0.36, 0.00], [0.45, 0.97, 1.28], [2.11, 1.53, 0.26], [1.63, 1.42, -2.03], [-2.64, -1.85, 1.87], [-3.68, -0.70, 0.01], [-2.68, 0.52, 1.97], [1.11, 0.53, 2.46], [-0.63, 1.78, 1.73], [0.15, 1.81, -2.06], [2.68, 2.39, -2.38], [1.77, 0.13, -2.53]], "mulliken_charge": [0.44, -0.29, 0.58, -0.26, 0.49, -0.11, -0.11, -0.13, -0.16, -0.17, -0.06, -0.11, -0.09], "smiles": "[SiH3]S[SiH2]S[SiH3]", "multiplicity": 1}


[4]
{"formula": "BrH2PS2", "method": "the ωB97M-V functional and the def2-TZVPD basis", "symbols": ["S", "P", "Br", "S", "H", "H"], "coordinates": [[-1.42, -1.75, -0.44], [-2.37, -0.62, 0.74], [-2.18, 1.53, -0.23], [2.52, 0.47, -0.20], [1.78, 0.59, 0.99], [1.67, -0.23, -0.86]], "mulliken_charge": [-0.12, 0.31, -0.19, -0.26, 0.14, 0.11], "smiles": "S=PBr.S", "multiplicity": 1}


[5]
{"formula": "C4H9N2O2", "method": "the ωB97M-V functional and the def2-TZVPD basis", "symbols": ["O", "C", "N", "C", "C", "N", "C", "O", "H", "H", "H", "H", "H", "H", "H", "H", "H"], "coordinates": [[2.39, -1.98, -0.14], [2.26, -0.73, -0.11], [1.09, -0.08, -0.39], [-0.22, -0.65, 0.24], [3.36, 0.26, 0.14], [3.02, 1.55, 0.40], [-3.86, 0.46, -0.21], [-3.17, -0.59, 0.44], [1.31, 0.92, -0.23], [-0.68, -1.44, -0.33], [-0.87, 0.07, 0.39], [0.04, -0.96, 1.25], [4.31, -0.40, 0.30], [3.17, 1.30, -0.67], [-3.38, 0.55, -1.16], [-4.98, 0.25, -0.20], [-3.78, 1.47, 0.30]], "mulliken_charge": [-0.63, 0.52, -0.27, -0.77, -0.07, -0.72, -0.55, -0.87, 0.42, 0.28, 0.37, 0.24, 0.28, 0.31, 0.16, 0.18, 0.11], "charge": -1, "multiplicity": 1}


[6]
{"formula": "C2HNOS", "method": "the ωB97M-V functional and the def2-TZVPD basis", "symbols": ["C", "C", "N", "O", "S", "H"], "coordinates": [[0.91, -1.29, -1.41], [-0.76, 0.85, 1.16], [0.13, 0.20, 0.64], [-1.68, 1.56, 1.26], [0.55, -1.17, -2.89], [0.85, -0.14, 1.25]], "mulliken_charge": [0.08, 0.52, -0.37, -0.39, -0.07, 0.24], "multiplicity": 1}


How do the records compare in frontier orbital gap? In the order shown, they have 0.332; 0.364; 0.359; 0.284; 0.132; 0.392 Ha.